Entry 1:
Here is a structure of composition C27H31Br12N4O4S at a distorted geometry from OMol25. Energies are from ωB97M-V/def2-TZVPD.

The geometry in ORCA input format:
```
! wB97M-V def2-TZVPD RIJCOSX def2/J DEFGRID3
* xyz 1 1
C 0.37282 -3.05471 3.90977
C -0.43418 -3.16488 2.58477
C 0.27315 -4.03582 1.53468
N 0.31617 -3.47352 0.16135
N 0.65001 -2.09506 0.12119
C 1.89375 -1.62962 0.44943
S 3.17331 -2.79418 0.87058
C 2.19364 -0.28116 0.43075
C 3.53981 0.25031 0.80531
C 4.24722 1.05903 -0.06932
C 5.50678 1.50540 0.32379
N 6.09715 1.22123 1.47606
C 5.37783 0.46919 2.31108
C 4.12202 -0.03768 2.04279
C 1.16871 0.60240 0.03221
C 1.32801 2.08992 -0.08107
O 1.88523 2.59775 -0.98574
O 0.72064 2.85758 0.88129
C 1.58174 3.16241 1.94969
O 1.78781 1.94186 2.64375
O 2.56393 2.31794 3.77393
C -0.08499 0.11818 -0.31682
N -1.09066 1.02490 -0.71982
C -0.33477 -1.25915 -0.27748
C -1.68902 -1.78538 -0.70245
C -2.91396 -1.17391 -0.03023
C -3.28526 -1.40235 1.28482
C -4.43936 -0.84540 1.82967
C -5.26752 -0.03302 1.06351
C -6.53483 0.54406 1.62928
C -4.89268 0.19774 -0.26041
C -3.74768 -0.35849 -0.80131
H 1.15485 -3.80822 3.95081
H 0.79972 -2.05278 3.97440
H -0.31917 -3.15334 4.74072
H -1.36712 -3.66067 2.84804
H -0.71160 -2.17671 2.22880
H -0.28551 -4.96607 1.44305
H 1.25042 -4.32231 1.91500
H 1.08421 -3.95147 -0.30567
H 2.99752 -3.01869 2.18606
H 3.86479 1.33960 -1.03635
H 6.05523 2.13593 -0.36725
H 5.82938 0.22669 3.26782
H 3.56818 -0.66267 2.72846
H 2.53083 3.58008 1.60509
H 1.07158 3.85414 2.61536
H 3.29228 1.67890 3.75288
H -1.16360 1.80361 -0.07587
H -0.98114 1.35350 -1.67277
H -1.75675 -2.86428 -0.63026
H -1.78026 -1.54238 -1.76437
H -2.70755 -2.05032 1.92801
H -4.69162 -1.05546 2.86129
H -7.31434 -0.20866 1.47987
H -6.45941 0.71221 2.69978
H -6.85855 1.43117 1.09166
H -5.51832 0.82559 -0.88428
H -3.46278 -0.20165 -1.84985
C 7.67105 -3.06709 3.40346
Br 6.31996 -3.27836 2.03924
Br 9.27175 -2.28890 2.68884
Br 7.00141 -2.07758 4.91509
H 7.92050 -4.05658 3.75869
C -2.26571 4.76819 -2.39326
Br -3.99274 4.32759 -3.11454
Br -2.23946 4.65034 -0.47169
Br -0.88668 3.68311 -3.18879
H -2.05472 5.79512 -2.65573
C -4.35082 0.55452 -5.36265
Br -2.47597 0.99564 -5.41447
Br -4.92414 0.22716 -3.55060
Br -5.42739 1.89463 -6.22444
H -4.47896 -0.36482 -5.91590
C -1.36435 2.81345 -8.99480
Br -2.91458 1.70699 -9.27325
Br -0.89662 3.78384 -10.58715
Br -1.58049 3.99588 -7.48575
H -0.53814 2.15557 -8.76770
*
```

Output
Energy relative to the best compared isomer or geometry (same formula, charge and spin) ... 0.0000 eV
HOMO energy ... -11.07 eV

=====

Entry 2:
Here is a structure of composition C27H31Br2NO2Ru at a distorted geometry from OMol25. Energies are from ωB97M-V/def2-TZVPD.

The geometry in ORCA input format:
```
! wB97M-V def2-TZVPD RIJCOSX def2/J DEFGRID3
* xyz -1 2
Ru 0.94273 0.19880 0.08132
C -2.79590 0.63738 3.02396
C -2.83761 1.95570 2.24393
C -3.89436 1.85858 1.14263
C -1.46892 2.34487 1.69672
C -0.30576 1.93010 2.32503
C 0.96069 2.21949 1.81830
C 1.09029 3.06691 0.71314
C 2.43120 3.61470 0.31712
C -0.07811 3.48881 0.08245
C -1.33241 3.13308 0.55239
H -3.80973 0.32801 3.29155
H -2.22484 0.72315 3.94971
H -2.33402 -0.14614 2.41326
H -3.14673 2.74575 2.93656
H -3.56690 1.16606 0.36108
H -4.10391 2.82222 0.67774
H -4.83321 1.48380 1.55702
H -0.36227 1.30325 3.20550
H 1.82955 1.93932 2.39253
H 2.62356 4.54822 0.85917
H 2.46930 3.82701 -0.75328
H 3.21805 2.89763 0.54258
H 0.00013 4.11538 -0.80161
H -2.20537 3.46614 0.00383
C 2.85568 1.12919 -2.96150
C 3.35994 0.31428 -1.76171
C 3.34240 -1.17297 -2.14035
C 4.79789 0.72250 -1.43117
N 2.51593 0.61803 -0.62808
H 3.43607 0.89434 -3.86205
H 2.94100 2.20006 -2.75397
H 1.80302 0.89640 -3.14072
H 3.97973 -1.36553 -3.01296
H 2.31908 -1.47965 -2.36960
H 3.69344 -1.77987 -1.30210
H 5.45944 0.54395 -2.28694
H 5.15974 0.14335 -0.57756
H 4.83760 1.78421 -1.17020
Br 2.78065 -6.17188 1.54854
C 2.25635 -4.37147 1.16404
C 2.83437 -3.33043 1.86590
C 2.45217 -2.02175 1.57460
C 1.50609 -1.70908 0.59048
C 0.94662 -2.81140 -0.07988
C 1.30686 -4.13084 0.18825
H 3.57494 -3.53558 2.62946
H 2.92579 -1.21864 2.12618
H 0.20778 -2.64284 -0.85515
H 0.85642 -4.95593 -0.35259
Br -5.57955 -3.38057 1.02210
C -4.58954 -2.47205 -0.32579
C -5.06962 -2.47463 -1.61830
C -4.34770 -1.80275 -2.58719
C -3.16891 -1.14146 -2.25398
C -2.71050 -1.15460 -0.95929
C -3.41168 -1.82277 0.01879
C -1.42851 -0.43218 -0.60612
O -0.74133 0.10729 -1.47603
O -1.06383 -0.41389 0.58727
H -5.98430 -2.99570 -1.86281
H -4.70899 -1.79366 -3.60781
H -2.58554 -0.60634 -2.99350
H -3.02446 -1.83333 1.02915
*
```

Output
Energy relative to the best compared isomer or geometry (same formula, charge and spin) ... 2.2053 eV
<S²> ... 0.850
HOMO energy (spin up / spin down) ... -3.53 / -3.21 eV

=====

Entry 3:
Here is a structure of composition C27H31Br2NO2Ru from OMol25. Energies are from ωB97M-V/def2-TZVPD.

The geometry in ORCA input format:
```
! wB97M-V def2-TZVPD RIJCOSX def2/J DEFGRID3
* xyz -1 2
Ru -0.15473 1.32060 0.02026
C -3.28347 0.47568 2.35830
C -3.40035 1.50833 1.23683
C -4.14797 0.91628 0.04090
C -2.05837 2.12205 0.85703
C -1.03203 2.29669 1.81180
C 0.18508 2.91838 1.43584
C 0.39190 3.44481 0.13518
C 1.69792 4.09879 -0.22515
C -0.64122 3.29280 -0.81230
C -1.82441 2.59300 -0.46177
H -4.26663 0.05158 2.57508
H -2.90396 0.91251 3.28281
H -2.62185 -0.33947 2.06498
H -4.01252 2.33956 1.61173
H -3.51339 0.21284 -0.49898
H -4.47136 1.68634 -0.66167
H -5.04323 0.39517 0.38616
H -1.12400 1.91272 2.81723
H 1.01070 2.99002 2.13223
H 1.64223 5.18427 -0.10340
H 1.97141 3.87611 -1.25667
H 2.49814 3.71808 0.40899
H -0.49482 3.62000 -1.83487
H -2.54303 2.39308 -1.24217
C -0.01900 0.51524 -3.05457
C -0.44200 -0.78035 -2.36718
C -1.45433 -1.47701 -3.29668
C 0.77638 -1.70286 -2.24014
N -1.01076 -0.42839 -1.05167
H 0.37994 0.30977 -4.05256
H 0.76222 1.01936 -2.47711
H -0.88105 1.18064 -3.14924
H -1.00808 -1.61149 -4.28703
H -2.35801 -0.86979 -3.40007
H -1.73663 -2.46386 -2.92960
H 1.18976 -1.94001 -3.22588
H 0.49707 -2.64155 -1.75323
H 1.55454 -1.22684 -1.64945
Br -2.97760 -4.88904 2.65072
C -2.34944 -3.52452 1.47294
C -1.19517 -2.83110 1.77795
C -0.74882 -1.83268 0.92143
C -1.44020 -1.48034 -0.25529
C -2.61310 -2.22128 -0.51721
C -3.06344 -3.22523 0.32513
H -0.63579 -3.07297 2.67350
H 0.16752 -1.30202 1.15033
H -3.21138 -1.96248 -1.38061
H -3.98057 -3.75482 0.09925
Br 7.85427 -1.02384 -0.21429
C 6.14492 -1.07134 0.62626
C 5.99328 -1.82055 1.77986
C 4.74575 -1.85027 2.38408
C 3.68227 -1.14249 1.84191
C 3.85025 -0.39503 0.68605
C 5.09458 -0.36261 0.07151
C 2.70422 0.38235 0.06979
O 1.61268 0.30549 0.73224
O 2.90723 0.99430 -0.98425
H 6.83034 -2.36762 2.19130
H 4.60793 -2.43563 3.28508
H 2.70312 -1.15837 2.30139
H 5.20706 0.21901 -0.83303
*
```

Output
Energy relative to the best compared isomer or geometry (same formula, charge and spin) ... 0.0000 eV
<S²> ... 0.760
HOMO energy (spin up / spin down) ... -3.74 / -3.76 eV